[1]
{
  "formula": "CH4O3",
  "method": "the ωB97M-V functional and the def2-TZVPD basis",
  "symbols": ["O", "C", "O", "H", "H", "O", "H", "H"],
  "xyz": [[-1.596864, -0.204326, -0.397959], [-1.622079, -0.097195, -1.576318], [-1.101444, 0.982759, -2.203111], [-2.147468, -0.763573, -2.288752], [-1.328790, 0.982284, -3.172820], [2.949679, -0.107635, 3.242569], [2.571982, -0.769556, 3.865045], [2.274983, -0.022758, 2.531346]],
  "atomic_forces_ev_per_a": [[0.2, -0.4, 0.3], [-0.7, 0.7, -0.8], [-0.1, 0.1, -1.2], [0.2, -0.2, 0.3], [0.4, -0.2, 1.4], [-1.1, -0.6, -0.1], [0.4, 0.7, -0.7], [0.7, -0.1, 0.8]],
  "smiles": "O=CO.O",
  "relative_energy_ev": 0.569,
  "homo_energy_ev": -11.12
}

[2]
{
  "formula": "C10H10N2",
  "method": "the ωB97M-V functional and the def2-TZVPD basis",
  "symbols": ["C", "C", "C", "N", "C", "C", "H", "H", "H", "H", "H", "C", "C", "C", "N", "C", "C", "H", "H", "H", "H", "H"],
  "xyz": [[-0.690496, -2.285338, -0.008078], [-0.095725, -1.281949, 0.788276], [1.160465, -0.932207, 0.889750], [2.061584, -1.732155, 0.289739], [1.596742, -2.853222, -0.176745], [0.255589, -3.198103, -0.404990], [-1.715903, -2.373603, -0.405475], [-0.710467, -0.743331, 1.357494], [1.414877, -0.152030, 1.522811], [2.243828, -3.744899, -0.366302], [-0.050411, -3.939961, -1.143444], [-0.820300, 1.667797, 0.854187], [-0.959971, 0.910469, -0.256841], [-0.514048, 1.486726, -1.495853], [0.026714, 2.700748, -1.638734], [0.187206, 3.351971, -0.500028], [-0.315557, 2.914788, 0.695462], [-1.139988, 1.170392, 1.765994], [-1.452924, -0.004110, -0.308151], [-1.027877, 1.092204, -2.406737], [0.648806, 4.297198, -0.416812], [-0.102145, 3.648614, 1.364478]],
  "atomic_forces_ev_per_a": [[1.6, -0.5, -0.2], [-3.3, -1.8, -0.7], [1.8, -2.5, -1.4], [1.4, -0.1, 0.9], [0.6, -2.6, -0.7], [-1.2, 1.1, -1.2], [0.4, 0.3, 1.0], [-2.6, 2.0, 2.0], [1.0, 1.5, 0.7], [0.4, 1.4, -0.3], [0.5, -0.4, 0.6], [-0.8, -1.2, 1.1], [1.0, 2.4, -3.5], [-2.6, 0.0, -0.1], [0.3, -0.8, -0.2], [-0.7, -0.8, -0.1], [1.0, -0.1, -0.9], [0.0, 0.8, 0.4], [-0.7, -0.9, -0.1], [1.3, -0.1, 0.5], [0.6, 1.0, -0.9], [0.0, 1.3, 3.0]],
  "smiles": "c1ccncc1.c1ccncc1",
  "relative_energy_ev": 3.986,
  "homo_energy_ev": -9.03
}

[3]
{
  "formula": "C29H33F3NO",
  "method": "the ωB97M-V functional and the def2-TZVPD basis",
  "symbols": ["C", "C", "C", "C", "C", "C", "O", "C", "C", "C", "C", "C", "N", "H", "H", "H", "H", "H", "H", "H", "H", "H", "H", "H", "H", "H", "H", "H", "H", "H", "H", "F", "C", "C", "C", "C", "C", "C", "H", "H", "H", "H", "H", "F", "C", "C", "C", "C", "C", "C", "H", "H", "H", "H", "H", "F", "C", "C", "C", "C", "C", "C", "H", "H", "H", "H", "H"],
  "xyz": [[3.521109, -3.819530, 0.129501], [3.655502, -2.508922, -0.665228], [3.967917, -2.796576, -2.138463], [2.445377, -1.577803, -0.466106], [2.828033, -0.109666, -0.638422], [1.340007, -1.958344, -1.430646], [0.081862, -1.448141, -0.858982], [-1.051455, -1.972525, -1.271605], [-1.481281, -2.087988, -2.582722], [-2.715016, -2.643777, -2.835971], [-3.537982, -3.072344, -1.789081], [-3.094263, -2.910010, -0.514917], [-1.875702, -2.378762, -0.287755], [4.468746, -4.103839, 0.586528], [3.182486, -4.641137, -0.503994], [2.801117, -3.710984, 0.945094], [4.519418, -1.964435, -0.273846], [3.860933, -1.903875, -2.762040], [3.324900, -3.582498, -2.540406], [5.001709, -3.125573, -2.247585], [2.076711, -1.726625, 0.551965], [3.697310, 0.117267, -0.017965], [3.087537, 0.101442, -1.678167], [2.024108, 0.556812, -0.323129], [1.480475, -1.479208, -2.401538], [1.236983, -3.039397, -1.553874], [-0.845135, -1.733911, -3.380762], [-3.047613, -2.735920, -3.862133], [-4.498616, -3.523754, -1.987018], [-3.679740, -3.219928, 0.338925], [-1.586157, -2.272591, 0.682273], [-6.637706, 0.901547, -2.660293], [-5.540648, 1.250345, -1.967311], [-4.728511, 0.255359, -1.460782], [-3.589395, 0.619262, -0.752503], [-3.276404, 1.953421, -0.547945], [-4.114347, 2.933188, -1.062246], [-5.253207, 2.587689, -1.778941], [-4.988268, -0.784229, -1.598328], [-2.960992, -0.163289, -0.352426], [-2.389164, 2.221385, 0.006457], [-3.882239, 3.978156, -0.906031], [-5.912448, 3.340065, -2.189655], [-1.278708, 2.962420, 1.980681], [-0.631319, 4.024315, 1.437614], [-1.239433, 5.261306, 1.473807], [-0.567702, 6.339979, 0.916103], [0.681586, 6.167120, 0.335771], [1.266265, 4.908859, 0.312769], [0.609091, 3.820215, 0.869095], [-2.213463, 5.370976, 1.931181], [-1.023731, 7.320330, 0.939056], [1.198882, 7.012457, -0.096235], [2.239243, 4.770911, -0.139315], [1.047730, 2.830542, 0.866321], [-0.431618, -1.470739, 2.103670], [0.716538, -1.092461, 2.745290], [1.570051, -2.071655, 3.202355], [2.740270, -1.669941, 3.833023], [3.022574, -0.320265, 3.992875], [2.133805, 0.637823, 3.522890], [0.961041, 0.255544, 2.886375], [1.323015, -3.117158, 3.072752], [3.429703, -2.416750, 4.202594], [3.932996, -0.015087, 4.489675], [2.348284, 1.689760, 3.655209], [0.248946, 0.981143, 2.514517]],
  "atomic_forces_ev_per_a": [[-0.1, 0.1, 0.1], [0.3, -0.1, 0.0], [0.1, 0.2, 0.0], [0.1, 0.1, -0.2], [0.0, -0.1, 0.2], [-0.3, 0.2, 0.1], [-0.1, -0.2, 0.2], [0.2, 0.2, 0.4], [0.1, -0.1, -0.3], [0.0, 0.0, -0.1], [0.0, -0.1, -0.4], [-0.2, -0.2, 0.0], [-0.3, -0.2, 0.3], [0.0, -0.1, -0.1], [0.0, 0.0, 0.0], [0.1, 0.0, 0.0], [-0.1, 0.0, 0.1], [0.0, -0.1, 0.0], [0.0, 0.0, 0.0], [-0.1, -0.1, 0.0], [0.0, 0.0, -0.1], [0.0, 0.0, 0.0], [0.0, 0.1, 0.0], [-0.1, 0.0, -0.1], [0.0, -0.1, 0.0], [0.0, 0.0, 0.1], [0.0, 0.0, 0.0], [0.0, 0.0, 0.0], [0.0, 0.0, 0.1], [0.2, 0.1, 0.1], [0.4, 0.2, -0.1], [0.0, 0.0, 0.0], [0.1, 0.0, 0.1], [0.1, 0.0, 0.1], [-0.2, -0.1, -0.1], [0.1, 0.0, 0.0], [0.0, 0.0, 0.0], [0.0, 0.1, 0.0], [-0.1, 0.0, -0.1], [0.1, 0.1, 0.1], [0.0, 0.0, 0.0], [0.0, 0.0, 0.0], [0.0, 0.0, 0.0], [0.0, 0.0, 0.0], [0.1, 0.1, 0.0], [-0.1, 0.0, 0.0], [0.0, 0.0, 0.0], [0.0, 0.0, 0.0], [0.0, 0.0, 0.0], [0.0, -0.1, 0.0], [0.0, 0.0, 0.0], [0.0, 0.0, 0.0], [0.0, 0.0, 0.0], [0.0, 0.0, 0.0], [0.0, 0.0, 0.0], [-0.2, -0.1, 0.0], [0.1, 0.1, 0.0], [0.0, -0.1, 0.0], [0.0, 0.0, 0.0], [0.0, 0.0, 0.0], [0.0, 0.0, 0.0], [0.0, 0.0, -0.1], [0.0, 0.0, 0.0], [0.0, 0.0, 0.0], [0.0, 0.0, 0.0], [0.0, 0.0, 0.0], [0.0, 0.0, 0.0]],
  "charge": 1,
  "homo_energy_ev": -11.38
}

[4]
{
  "formula": "C17H19NO5",
  "method": "the ωB97M-V functional and the def2-TZVPD basis",
  "symbols": ["C", "O", "C", "C", "C", "C", "C", "N", "C", "C", "C", "O", "O", "C", "C", "C", "C", "C", "C", "O", "C", "O", "C", "H", "H", "H", "H", "H", "H", "H", "H", "H", "H", "H", "H", "H", "H", "H", "H", "H", "H", "H"],
  "xyz": [[4.360149, 3.877549, -3.029801], [5.239979, 2.839704, -2.665047], [4.731299, 1.728341, -2.078017], [5.656253, 0.733837, -1.745097], [5.231471, -0.431374, -1.143973], [3.892200, -0.641651, -0.859032], [2.966452, 0.341727, -1.188675], [1.603212, 0.220937, -0.940534], [0.938067, -0.807612, -0.438655], [-0.421523, -0.794074, -0.215212], [-1.239018, 0.353690, -0.562611], [-0.821384, 1.339925, -1.142932], [-2.548781, 0.292831, -0.246173], [-2.975296, -0.670916, 0.706679], [-2.607035, -0.183921, 2.115278], [-3.045585, -1.194201, 3.181090], [-4.343081, -1.908645, 2.784010], [-5.195737, -1.009872, 1.895792], [-4.497117, -0.811500, 0.550113], [-2.403219, -1.939646, 0.465964], [-1.069585, -2.025168, 0.229772], [-0.515035, -3.090174, 0.336858], [3.387848, 1.526220, -1.795851], [3.622135, 3.539065, -3.763534], [3.844832, 4.292235, -2.157887], [4.985157, 4.648029, -3.477828], [6.696267, 0.904465, -1.969530], [5.952382, -1.193076, -0.889988], [3.583689, -1.559407, -0.386814], [1.003957, 1.013258, -1.199585], [1.473499, -1.712341, -0.180494], [-1.527833, -0.019066, 2.169004], [-3.099518, 0.778577, 2.258865], [-3.179899, -0.660984, 4.123589], [-2.259160, -1.935195, 3.328172], [-4.895296, -2.196075, 3.679234], [-4.103657, -2.815603, 2.227681], [-6.173925, -1.460418, 1.726167], [-5.353184, -0.049396, 2.389223], [-4.675484, -1.671691, -0.095974], [-4.863064, 0.081910, 0.044295], [2.644567, 2.269708, -2.038544]],
  "atomic_forces_ev_per_a": [[-0.2, 0.2, -0.1], [0.1, -0.3, 0.1], [0.1, -0.3, 0.1], [0.0, 0.2, -0.1], [0.0, 0.2, -0.1], [-0.4, 0.1, 0.0], [1.0, -0.1, -0.1], [-0.7, 0.4, -0.1], [-0.3, 0.0, 0.1], [-0.2, 0.0, 0.0], [0.2, 0.1, 0.0], [-0.1, 0.0, 0.1], [0.1, 0.1, -0.4], [-0.4, 0.4, 0.7], [0.1, -0.2, -0.3], [0.0, 0.0, -0.1], [-0.1, 0.1, 0.1], [0.1, -0.2, -0.1], [0.3, 0.1, 0.0], [0.0, -0.3, -0.2], [0.5, -0.2, 0.0], [-0.1, 0.1, 0.1], [-0.1, 0.1, -0.1], [0.0, 0.0, 0.0], [0.0, 0.0, 0.0], [-0.1, 0.0, 0.0], [0.1, 0.0, 0.0], [0.1, -0.1, 0.0], [0.0, -0.1, 0.1], [0.1, -0.2, 0.1], [0.1, 0.0, 0.0], [0.0, 0.1, 0.0], [0.0, 0.0, 0.0], [0.0, 0.0, 0.0], [0.0, 0.0, 0.1], [0.0, -0.1, 0.0], [0.0, -0.1, 0.1], [0.0, 0.1, 0.0], [-0.1, 0.1, 0.0], [0.0, 0.0, -0.1], [0.0, 0.0, 0.0], [0.0, 0.1, 0.0]],
  "smiles": "COc1cccc(NC=C2C(=O)OC3(CCCCC3)OC2=O)c1",
  "relative_energy_ev": 1.581,
  "homo_energy_ev": -8.39
}

In the order shown, the computed LUMO level values come out to 0.0169 0.0187 -0.1406 0.0004 Ha.
In the order shown, the computed DFT total energy values come out to -7244.0821 -13509.1093 -42292.5022 -29665.8479 eV.